1.
{"formula": "C32H61BIrN5SSbSi3", "method": "ωB97M-V with the def2-TZVPD basis set", "fmax_ev_per_a": 0.762, "de_lowest_kj_mol": 19.6, "homo_energy_ev": -10.845, "lumo_ha": -0.1290, "total_charge": 1, "symbols": ["Ir", "C", "Sb", "C", "C", "C", "C", "C", "C", "N", "Si", "C", "C", "C", "C", "C", "C", "C", "C", "C", "N", "Si", "C", "C", "C", "Si", "C", "C", "C", "H", "H", "H", "H", "H", "H", "H", "H", "H", "H", "H", "H", "H", "H", "H", "H", "H", "H", "H", "H", "H", "H", "H", "H", "H", "H", "H", "H", "H", "H", "H", "H", "H", "H", "H", "H", "H", "H", "C", "C", "C", "C", "N", "C", "S", "N", "C", "C", "C", "C", "H", "H", "H", "H", "H", "H", "H", "H", "H", "H", "H", "H", "H", "H", "H", "H", "H", "H", "H", "H", "B", "C", "N", "H", "H", "H"], "positions_angstrom": [[1.109, 0.158, -0.452], [2.832, -3.939, -1.746], [1.629, -2.348, -2.550], [2.615, -0.739, -1.494], [3.421, -0.855, -0.226], [4.558, -1.542, 0.160], [5.056, -1.309, 1.436], [4.416, -0.434, 2.303], [3.261, 0.201, 1.880], [2.804, -0.015, 0.655], [3.571, 0.327, -2.752], [2.379, 0.941, -4.054], [4.374, 1.740, -1.824], [4.910, -0.743, -3.524], [-0.325, -2.653, -1.460], [-1.158, -1.399, -1.446], [-2.549, -1.478, -1.277], [-3.355, -0.385, -1.479], [-2.780, 0.814, -1.877], [-1.412, 0.869, -1.936], [-0.611, -0.185, -1.683], [-1.187, -3.781, -2.818], [-0.008, -5.110, -3.436], [-2.734, -4.678, -2.225], [-1.657, -2.682, -4.264], [-0.260, -3.540, 0.240], [0.178, -5.356, 0.066], [-1.887, -3.419, 1.175], [0.995, -2.760, 1.402], [3.834, -3.787, -2.147], [2.469, -4.899, -2.103], [2.880, -3.951, -0.660], [5.047, -2.221, -0.523], [5.958, -1.811, 1.760], [4.801, -0.251, 3.295], [2.684, 0.868, 2.506], [1.523, 1.451, -3.608], [2.009, 0.137, -4.691], [2.889, 1.664, -4.695], [3.649, 2.442, -1.411], [5.015, 2.296, -2.513], [5.012, 1.382, -1.013], [4.506, -1.644, -3.992], [5.659, -1.045, -2.789], [5.433, -0.187, -4.306], [-2.988, -2.425, -1.017], [-4.427, -0.474, -1.352], [-3.366, 1.695, -2.096], [-0.904, 1.791, -2.180], [0.368, -5.761, -2.649], [0.839, -4.722, -4.004], [-0.580, -5.734, -4.127], [-2.623, -5.170, -1.260], [-2.957, -5.460, -2.956], [-3.609, -4.032, -2.185], [-0.847, -2.015, -4.564], [-2.536, -2.073, -4.049], [-1.896, -3.310, -5.125], [-0.564, -5.917, -0.501], [0.204, -5.788, 1.070], [1.153, -5.529, -0.386], [-2.748, -3.852, 0.667], [-2.121, -2.387, 1.443], [-1.751, -3.975, 2.107], [2.034, -2.912, 1.110], [0.864, -3.204, 2.393], [0.821, -1.690, 1.536], [-2.779, 6.600, 2.878], [-1.389, 6.364, 3.459], [-0.910, 4.922, 3.315], [-0.721, 4.514, 1.857], [-0.329, 3.112, 1.715], [-1.167, 2.084, 1.637], [-0.574, 0.483, 1.367], [-2.463, 2.303, 1.843], [-3.537, 1.313, 1.840], [-4.168, 1.112, 3.212], [-3.296, 0.389, 4.240], [-2.188, 1.231, 4.864], [-3.155, 7.586, 3.146], [-3.492, 5.866, 3.264], [-2.787, 6.542, 1.789], [-1.388, 6.625, 4.519], [-0.667, 7.033, 2.982], [-1.625, 4.250, 3.804], [0.038, 4.781, 3.837], [0.054, 5.110, 1.378], [-1.619, 4.680, 1.259], [0.632, 2.904, 1.500], [-2.721, 3.227, 2.158], [-3.118, 0.380, 1.467], [-4.289, 1.650, 1.123], [-5.084, 0.537, 3.050], [-4.493, 2.079, 3.613], [-2.868, -0.506, 3.778], [-3.950, 0.030, 5.037], [-1.362, 1.416, 4.178], [-1.770, 0.731, 5.738], [-2.574, 2.197, 5.199], [0.954, 4.754, -1.227], [1.034, 3.198, -0.996], [1.061, 2.063, -0.791], [1.659, 5.247, -0.375], [1.349, 4.956, -2.346], [-0.213, 5.044, -1.088]], "forces_ev_per_angstrom": [[-0.761, -0.049, -0.002], [-0.045, -0.015, 0.009], [-0.004, -0.066, 0.085], [0.423, 0.297, 0.181], [-0.273, 0.242, 0.069], [-0.040, 0.002, -0.056], [0.033, -0.027, -0.010], [-0.034, 0.069, 0.046], [0.029, -0.060, 0.047], [0.190, -0.210, -0.540], [-0.019, -0.031, -0.040], [0.069, 0.009, 0.038], [-0.020, -0.027, -0.075], [-0.075, 0.088, -0.001], [-0.018, -0.014, 0.097], [-0.151, -0.180, -0.245], [0.111, -0.060, -0.123], [-0.121, 0.030, 0.005], [0.046, 0.021, -0.045], [0.174, 0.190, -0.134], [0.055, 0.023, 0.492], [-0.001, -0.032, 0.043], [-0.054, 0.054, -0.017], [0.099, 0.005, -0.034], [0.050, -0.047, 0.049], [0.046, -0.020, 0.002], [-0.081, 0.069, 0.014], [0.065, 0.002, -0.020], [-0.042, 0.008, -0.107], [0.011, 0.030, -0.010], [0.002, -0.006, -0.016], [-0.002, 0.035, 0.033], [0.009, -0.015, -0.005], [0.001, -0.019, -0.011], [-0.004, 0.014, 0.004], [0.016, 0.004, 0.032], [-0.003, 0.000, 0.037], [-0.005, -0.015, 0.000], [0.004, -0.001, -0.023], [0.018, -0.045, -0.021], [0.004, 0.018, -0.007], [0.015, -0.013, 0.028], [-0.027, -0.013, 0.002], [-0.001, -0.011, 0.028], [0.011, 0.017, -0.001], [-0.007, -0.063, 0.047], [0.001, 0.010, -0.001], [-0.005, 0.003, -0.023], [-0.015, 0.004, 0.084], [0.003, -0.022, 0.029], [0.006, -0.002, -0.010], [-0.024, 0.001, -0.004], [0.017, -0.002, 0.026], [0.023, -0.003, -0.024], [-0.037, 0.021, 0.004], [0.011, -0.004, 0.008], [-0.018, 0.019, 0.011], [-0.011, -0.017, -0.001], [-0.024, -0.019, -0.019], [0.004, 0.017, 0.026], [0.018, 0.009, -0.002], [-0.005, -0.020, -0.034], [0.007, 0.023, -0.019], [-0.006, 0.006, 0.017], [0.063, 0.005, -0.038], [0.008, -0.040, 0.002], [0.029, 0.031, 0.042], [-0.038, 0.012, 0.000], [0.053, 0.007, 0.014], [-0.023, -0.030, -0.006], [0.001, 0.001, 0.003], [-0.027, -0.034, -0.089], [0.156, 0.034, -0.020], [-0.126, -0.094, 0.184], [-0.018, 0.050, 0.055], [0.013, -0.028, -0.016], [-0.019, -0.006, -0.015], [-0.032, -0.041, -0.017], [0.026, 0.030, 0.024], [0.014, 0.008, -0.004], [-0.008, -0.001, 0.012], [0.004, -0.013, -0.008], [-0.013, -0.018, 0.002], [-0.011, 0.009, -0.010], [-0.009, 0.004, -0.004], [0.007, 0.024, -0.002], [0.017, -0.007, 0.041], [-0.011, 0.019, 0.022], [-0.040, 0.021, 0.037], [-0.012, 0.008, -0.039], [-0.019, 0.000, -0.008], [-0.022, 0.014, 0.025], [0.012, -0.016, -0.001], [0.009, 0.006, 0.000], [0.015, -0.002, 0.003], [-0.011, 0.024, 0.006], [0.004, 0.002, -0.020], [0.003, -0.013, -0.007], [-0.011, 0.003, 0.011], [-0.015, -0.146, -0.025], [-0.011, -0.006, -0.016], [0.382, -0.132, -0.043], [0.024, 0.042, 0.015], [0.042, 0.047, -0.017], [-0.041, 0.014, -0.005]], "lowdin_charge": [1.10, -0.30, 1.44, -0.65, -0.41, -0.02, -0.02, -0.03, -0.09, -0.09, 0.40, -0.18, -0.15, -0.17, -0.54, -0.43, -0.07, -0.04, -0.04, -0.13, -0.09, 0.44, -0.20, -0.16, -0.16, 0.45, -0.16, -0.16, -0.17, 0.01, -0.01, -0.01, 0.12, 0.12, 0.11, 0.12, 0.02, 0.02, 0.04, 0.02, 0.05, 0.03, 0.02, 0.03, 0.04, 0.08, 0.13, 0.12, 0.11, 0.02, 0.01, 0.05, 0.02, 0.05, 0.03, 0.02, 0.03, 0.05, 0.03, 0.05, 0.01, 0.03, 0.02, 0.05, 0.02, 0.05, -0.05, -0.11, -0.25, -0.19, -0.18, 0.04, -0.72, 0.70, 0.05, -0.20, -0.19, -0.25, -0.10, 0.08, 0.07, 0.07, 0.11, 0.11, 0.10, 0.12, 0.11, 0.12, 0.11, 0.13, 0.06, 0.12, 0.12, 0.12, 0.10, 0.11, 0.04, 0.08, 0.07, -0.39, -0.18, -0.06, 0.02, 0.02, 0.02]}

=====

2.
{"formula": "C32H61N4O2PS2", "method": "ωB97M-V with the def2-TZVPD basis set", "fmax_ev_per_a": 1.433, "homo_energy_ev": [-10.262, -10.692], "multiplicity": 2, "lumo_ha": [-0.0764, -0.0766], "total_charge": 1, "symbols": ["C", "C", "C", "C", "C", "C", "C", "C", "C", "S", "C", "N", "N", "C", "O", "N", "C", "S", "C", "C", "C", "C", "N", "O", "H", "H", "H", "H", "H", "H", "H", "H", "H", "H", "H", "H", "H", "H", "H", "H", "H", "H", "H", "H", "H", "H", "H", "H", "H", "C", "C", "C", "C", "P", "C", "C", "C", "C", "C", "C", "C", "C", "C", "C", "C", "C", "H", "H", "H", "H", "H", "H", "H", "H", "H", "H", "H", "H", "H", "H", "H", "H", "H", "H", "H", "H", "H", "H", "H", "H", "H", "H", "H", "H", "H", "H", "H", "H", "H", "H", "H", "H"], "positions_angstrom": [[-2.967, 3.110, -0.848], [-2.303, 1.790, -1.290], [-1.248, 1.479, -0.216], [-3.299, 0.621, -1.292], [-4.203, 0.495, -2.522], [-4.856, -0.892, -2.538], [-5.442, -1.421, -1.225], [-6.488, -0.576, -0.486], [-7.795, -0.359, -1.247], [-8.838, 0.871, -0.379], [-8.979, 2.212, -1.461], [-9.976, 2.514, -2.228], [-9.656, 3.670, -2.880], [-8.481, 4.008, -2.465], [-7.995, 3.152, -1.563], [-5.249, 1.555, -2.481], [-6.015, 1.680, -3.404], [-7.012, 1.756, -4.612], [-3.323, 0.631, -3.774], [-2.402, 1.854, -3.810], [-1.466, 1.664, -5.015], [-3.165, 3.156, -4.099], [-1.571, 1.927, -2.583], [-0.480, 1.255, -2.641], [-3.947, 3.254, -1.291], [-3.116, 3.079, 0.228], [-2.299, 3.935, -1.091], [-0.458, 2.227, -0.213], [-0.870, 0.464, -0.295], [-1.749, 1.553, 0.751], [-3.928, 0.743, -0.410], [-2.750, -0.312, -1.153], [-5.607, -0.962, -3.328], [-4.065, -1.588, -2.819], [-5.933, -2.366, -1.476], [-4.657, -1.678, -0.513], [-6.721, -1.103, 0.441], [-6.098, 0.400, -0.195], [-7.659, -0.102, -2.295], [-8.392, -1.270, -1.221], [-7.926, 4.868, -2.793], [-3.913, 0.561, -4.688], [-2.678, -0.252, -3.767], [-0.696, 2.430, -5.021], [-2.080, 1.792, -5.908], [-1.050, 0.663, -5.060], [-2.491, 3.889, -4.538], [-3.680, 3.574, -3.242], [-3.924, 2.949, -4.853], [8.240, -1.203, 1.154], [7.393, -2.144, 2.006], [6.282, -2.829, 1.208], [5.077, -1.940, 0.863], [3.846, -1.663, 2.149], [3.405, -3.287, 2.818], [3.035, -4.437, 1.868], [1.660, -4.397, 1.192], [0.491, -4.132, 2.134], [2.357, -1.001, 1.389], [2.349, 0.340, 0.639], [2.367, 1.619, 1.478], [1.421, 1.617, 2.674], [4.394, -0.816, 3.647], [4.817, 0.659, 3.740], [5.814, 1.189, 2.697], [7.221, 1.378, 3.263], [7.639, -0.429, 0.671], [8.991, -0.702, 1.764], [8.763, -1.757, 0.374], [6.986, -1.602, 2.863], [8.045, -2.917, 2.417], [5.938, -3.712, 1.752], [6.702, -3.198, 0.271], [4.512, -2.428, 0.060], [5.402, -0.991, 0.431], [2.628, -3.131, 3.570], [4.285, -3.603, 3.387], [3.087, -5.352, 2.461], [3.801, -4.539, 1.096], [1.507, -5.365, 0.712], [1.652, -3.674, 0.374], [0.387, -4.934, 2.867], [-0.441, -4.073, 1.573], [0.596, -3.191, 2.678], [1.544, -1.054, 2.117], [2.109, -1.753, 0.635], [1.439, 0.353, 0.036], [3.178, 0.367, -0.073], [2.106, 2.451, 0.822], [3.386, 1.827, 1.808], [0.379, 1.569, 2.352], [1.547, 2.528, 3.258], [1.603, 0.778, 3.350], [5.186, -1.443, 4.068], [3.553, -0.953, 4.338], [5.236, 0.800, 4.738], [3.918, 1.275, 3.736], [5.471, 2.160, 2.338], [5.853, 0.542, 1.818], [7.226, 2.167, 4.015], [7.922, 1.663, 2.479], [7.594, 0.465, 3.732]], "forces_ev_per_angstrom": [[0.003, -0.247, -0.400], [0.497, 0.317, 1.058], [-0.546, 0.090, 0.380], [-0.242, 0.300, -0.096], [0.535, -0.148, 0.159], [0.005, -0.173, 0.318], [-0.607, -0.058, -0.011], [0.113, 0.121, -0.150], [-0.019, -0.122, 0.146], [-0.142, -0.108, 0.300], [-0.137, 0.211, -0.615], [-0.100, -0.670, 0.290], [0.216, 0.560, -0.196], [-0.797, -0.116, -0.286], [0.703, -0.008, 0.344], [-0.147, -0.167, -0.571], [-0.058, -0.145, 0.063], [0.027, 0.196, 0.164], [0.131, -0.251, 0.712], [0.150, 0.454, -1.351], [-0.534, -0.024, -0.035], [-0.112, -0.083, 0.124], [-0.637, -1.056, 0.048], [0.106, 0.245, -0.027], [0.028, 0.144, -0.098], [0.009, 0.031, 0.081], [-0.110, 0.160, 0.021], [0.192, -0.129, -0.150], [0.311, 0.081, -0.195], [-0.040, -0.059, 0.040], [-0.007, -0.038, 0.079], [0.049, -0.076, -0.228], [-0.007, 0.228, -0.088], [-0.006, -0.081, -0.089], [0.114, -0.125, 0.030], [0.157, 0.069, -0.042], [-0.025, 0.077, 0.100], [0.129, 0.038, -0.059], [-0.027, 0.253, 0.024], [-0.001, -0.077, -0.119], [0.240, -0.015, 0.179], [-0.104, 0.192, -0.037], [0.077, -0.012, -0.016], [0.185, -0.110, 0.013], [0.026, 0.054, -0.064], [0.293, 0.058, 0.126], [0.076, 0.146, 0.218], [0.077, 0.092, 0.014], [-0.033, -0.043, -0.042], [-0.044, -0.011, 0.077], [0.156, 0.064, -0.175], [-0.025, -0.028, 0.412], [0.210, -0.031, -0.521], [-0.145, -0.240, 0.181], [0.083, -0.276, 0.119], [-0.064, -0.028, -0.188], [-0.061, 0.107, 0.018], [0.030, -0.021, -0.063], [-0.298, 0.234, -0.475], [0.067, 0.255, 0.026], [0.140, -0.035, 0.120], [0.025, 0.045, -0.063], [0.216, 0.275, 0.582], [-0.241, 0.209, -0.277], [0.168, 0.113, 0.190], [-0.006, -0.096, -0.095], [0.019, 0.010, -0.007], [0.009, 0.022, -0.028], [-0.026, 0.002, -0.024], [-0.037, -0.022, -0.010], [-0.034, -0.015, 0.033], [-0.025, -0.015, -0.051], [-0.041, 0.014, -0.037], [-0.129, 0.038, 0.070], [-0.053, 0.062, 0.111], [-0.041, 0.086, -0.060], [0.020, 0.088, 0.010], [0.043, 0.030, 0.053], [0.033, -0.035, 0.041], [0.046, -0.004, -0.017], [0.006, 0.014, 0.016], [0.014, 0.027, 0.037], [-0.018, -0.036, 0.022], [-0.013, 0.004, 0.003], [0.112, 0.023, 0.136], [0.070, -0.141, 0.122], [0.004, -0.132, -0.020], [-0.027, -0.017, -0.035], [0.001, -0.029, -0.045], [-0.015, -0.018, 0.035], [-0.004, -0.048, 0.020], [-0.057, 0.019, -0.012], [-0.002, 0.005, 0.011], [0.008, -0.133, -0.206], [-0.047, -0.100, -0.079], [0.033, -0.088, 0.009], [-0.035, -0.061, -0.063], [-0.035, -0.030, -0.052], [-0.017, -0.024, 0.022], [-0.015, -0.028, 0.037], [0.018, 0.013, 0.022], [0.012, 0.008, 0.002]], "lowdin_spin": [0.00, 0.03, 0.00, 0.02, 0.00, 0.00, 0.00, 0.00, 0.00, 0.00, 0.00, 0.00, 0.00, 0.00, 0.00, 0.00, 0.00, 0.00, 0.02, 0.03, 0.00, 0.00, 0.38, 0.52, 0.00, 0.00, 0.00, 0.00, 0.00, 0.00, 0.00, 0.00, 0.00, 0.00, 0.00, 0.00, 0.00, 0.00, 0.00, 0.00, 0.00, 0.00, 0.00, 0.00, 0.00, 0.00, 0.00, 0.00, 0.00, 0.00, 0.00, 0.00, 0.00, 0.00, 0.00, 0.00, 0.00, 0.00, 0.00, 0.00, 0.00, 0.00, 0.00, 0.00, 0.00, 0.00, 0.00, 0.00, 0.00, 0.00, 0.00, 0.00, 0.00, 0.00, 0.00, 0.00, 0.00, 0.00, 0.00, 0.00, 0.00, 0.00, 0.00, 0.00, 0.00, 0.00, 0.00, 0.00, 0.00, 0.00, 0.00, 0.00, 0.00, 0.00, 0.00, 0.00, 0.00, 0.00, 0.00, 0.00, 0.00, 0.00]}